# 1
{"formula": "C21H20O2S", "method": "ωB97M-V with the def2-TZVPD basis set", "species": ["C", "C", "C", "C", "C", "C", "C", "C", "C", "C", "C", "C", "C", "C", "C", "H", "H", "H", "H", "H", "H", "H", "H", "H", "H", "H", "H", "H", "H", "H", "C", "C", "C", "C", "S", "O", "O", "C", "C", "H", "H", "H", "H", "H"], "positions_angstrom": [[4.80812, -4.07871, -0.10009], [4.01805, -2.94443, 0.45923], [3.39060, -3.07550, 1.69356], [2.67876, -2.03255, 2.23558], [2.54375, -0.79740, 1.56450], [1.83835, 0.24535, 2.22636], [1.58873, 1.60133, 1.88213], [0.74692, 2.35569, 2.73122], [0.43190, 3.66373, 2.45796], [0.93235, 4.29812, 1.32472], [0.60299, 5.72600, 1.05879], [1.77139, 3.57699, 0.47984], [2.11222, 2.27549, 0.75921], [3.11309, -0.71896, 0.27537], [3.85210, -1.75620, -0.24591], [5.28958, -3.81443, -1.04343], [5.59162, -4.38811, 0.59422], [4.16296, -4.93885, -0.28447], [3.45592, -4.01608, 2.21694], [2.19928, -2.16012, 3.19089], [1.40320, -0.05286, 3.16748], [0.34114, 1.88647, 3.61135], [-0.21634, 4.21359, 3.12234], [1.03273, 6.07372, 0.11773], [-0.47683, 5.87166, 1.00613], [0.99076, 6.36637, 1.85300], [2.15418, 4.05158, -0.40832], [2.84181, 1.79724, 0.13970], [2.91358, 0.12521, -0.34940], [4.29923, -1.65771, -1.22082], [-4.59840, 1.34606, 2.81867], [-3.61941, 0.82682, 3.64220], [-2.55748, 0.13406, 3.10148], [-2.47520, -0.03036, 1.73744], [-1.09483, -0.95572, 0.97560], [-1.94031, -2.06879, 0.43342], [-0.97601, -0.06757, -0.22180], [-3.45044, 0.48132, 0.91660], [-4.51224, 1.17528, 1.45183], [-5.42873, 1.88581, 3.24398], [-3.68167, 0.95907, 4.71012], [-1.78658, -0.27898, 3.72883], [-3.35056, 0.33296, -0.14636], [-5.27019, 1.58076, 0.80317]], "forces_ev_per_angstrom": [[0.24, -0.08, -0.27], [0.01, 0.02, -0.06], [-0.15, 0.11, 0.18], [0.05, 0.08, 0.05], [0.18, -0.10, -0.22], [-0.47, -0.02, -0.58], [0.11, 0.09, -0.01], [0.00, -0.15, 0.01], [-0.05, -0.11, 0.12], [0.01, -0.09, 0.05], [-0.01, 0.28, -0.30], [0.01, -0.16, 0.00], [0.07, 0.01, 0.06], [-0.14, -0.07, 0.05], [-0.05, 0.09, 0.15], [-0.08, 0.02, 0.07], [-0.07, -0.03, 0.04], [0.00, -0.03, 0.05], [0.02, -0.10, 0.15], [-0.10, 0.00, 0.23], [-0.05, -0.06, 0.25], [-0.15, -0.14, 0.15], [-0.09, 0.01, 0.12], [-0.02, -0.08, 0.06], [-0.01, 0.00, 0.07], [-0.06, -0.03, 0.06], [0.17, 0.07, -0.10], [0.05, -0.02, -0.21], [0.03, 0.15, -0.17], [0.00, 0.03, -0.20], [-0.18, 0.18, 0.35], [-0.21, 0.15, 0.42], [0.15, 0.01, -0.18], [0.88, -0.18, 1.13], [-3.17, 0.49, -2.65], [1.12, -1.22, 1.37], [2.20, 0.86, 0.25], [-0.07, 0.03, -0.65], [0.00, -0.07, -0.14], [-0.15, 0.10, 0.10], [-0.08, 0.05, 0.22], [0.22, -0.15, 0.29], [0.03, -0.01, -0.16], [-0.18, 0.07, -0.12]], "nbo_charge": [-0.645, 0.086, -0.236, -0.077, -0.198, 0.100, -0.092, -0.088, -0.236, 0.098, -0.647, -0.230, -0.098, -0.037, -0.247, 0.223, 0.232, 0.241, 0.224, 0.218, 0.212, 0.222, 0.226, 0.223, 0.241, 0.235, 0.222, 0.208, 0.207, 0.222, -0.230, -0.224, -0.251, -0.245, 1.505, -0.997, -1.035, -0.141, -0.231, 0.204, 0.200, 0.192, 0.237, 0.206], "gap_ev": 4.1}


# 2
{"formula": "C13H24Cl16O5S", "method": "ωB97M-V with the def2-TZVPD basis set", "species": ["C", "C", "C", "O", "S", "O", "O", "C", "C", "O", "O", "H", "H", "H", "H", "H", "H", "H", "H", "C", "Cl", "Cl", "H", "H", "C", "Cl", "Cl", "H", "H", "C", "Cl", "Cl", "H", "H", "C", "Cl", "Cl", "H", "H", "C", "Cl", "Cl", "H", "H", "C", "Cl", "Cl", "H", "H", "C", "Cl", "Cl", "H", "H", "C", "Cl", "Cl", "H", "H"], "positions_angstrom": [[3.83248, 0.80219, 0.89060], [3.41340, 1.31809, -0.44188], [1.79875, 1.59282, -0.78141], [1.52126, 2.95682, -0.29756], [-0.15599, 3.24948, -0.13121], [-0.70590, 3.18155, -1.59747], [-0.82106, 2.03003, 0.85713], [-2.18254, 1.65236, 0.44440], [-2.08440, 0.19145, -0.35046], [-2.54157, 0.01805, -1.59915], [-1.39914, -0.89220, 0.42324], [3.99772, -0.34994, 1.14570], [3.99480, 1.60704, 1.75665], [4.20403, 1.58795, -1.26818], [1.67444, 1.47245, -1.95392], [1.14327, 0.75289, -0.29263], [-2.76419, 2.46955, -0.15849], [-2.78741, 1.44403, 1.44562], [-1.83203, -1.75477, 0.14552], [1.97427, -1.88008, -1.46883], [2.43122, -2.98561, -0.16733], [3.38027, -0.99812, -2.07732], [1.53422, -2.45589, -2.28663], [1.24298, -1.16367, -1.08677], [-1.33337, 6.40757, 1.88472], [-0.55697, 5.28517, 0.76118], [-0.14396, 7.47285, 2.64329], [-2.05727, 7.01561, 1.33677], [-1.84547, 5.83543, 2.66216], [1.25329, -0.48727, -4.87285], [0.67126, 0.79333, -3.80224], [1.28727, 0.05611, -6.55468], [2.26401, -0.77183, -4.57041], [0.58714, -1.34957, -4.79101], [2.43655, -3.11858, 3.98692], [3.30097, -4.35735, 3.06870], [1.24942, -2.28830, 2.97387], [1.91971, -3.59267, 4.82484], [3.15631, -2.38762, 4.36330], [-2.62013, -2.62882, 2.95501], [-2.92829, -3.93965, 1.80973], [-3.21809, -3.03896, 4.56720], [-1.54355, -2.44996, 3.00971], [-3.12698, -1.72560, 2.60674], [3.64358, 3.12931, -7.24246], [4.10053, 2.02378, -5.94096], [5.04959, 4.01126, -7.85095], [3.20354, 2.55350, -8.06026], [2.91229, 3.84572, -6.86040], [-5.06405, 1.85573, 4.03405], [-4.28766, 0.73333, 2.91051], [-3.87465, 2.92102, 4.79262], [-5.78796, 2.46378, 3.48610], [-5.57616, 1.28360, 4.81149], [-2.36400, -7.84916, 1.32493], [-1.49958, -9.08793, 0.40671], [-3.55113, -7.01888, 0.31188], [-2.88084, -8.32325, 2.16285], [-1.64424, -7.11820, 1.70131]], "forces_ev_per_angstrom": [[-0.32, 0.63, -0.52], [-0.17, -0.24, 1.10], [2.67, -0.01, -0.52], [-2.72, -2.14, 0.24], [1.21, -2.67, -6.90], [1.33, -0.70, 4.98], [-0.68, 0.26, -1.55], [-0.74, -1.73, 0.69], [-1.50, -0.93, -5.34], [2.89, 0.72, 8.38], [-2.68, 1.94, -2.04], [1.37, 2.76, -1.10], [-2.20, -2.12, -1.28], [-1.94, -1.98, 0.97], [0.44, 0.69, 2.78], [1.28, 1.93, -0.43], [1.46, -1.82, 0.72], [1.68, 0.56, -2.35], [0.73, 1.33, -0.01], [-0.33, -0.09, -0.07], [-0.07, 0.02, -0.16], [0.00, -0.46, -0.29], [0.20, 0.10, 0.20], [0.24, -0.18, -0.04], [-0.42, 1.13, -0.06], [-1.48, 3.04, 2.53], [-0.04, 0.15, 0.17], [0.18, -0.03, 0.17], [0.29, 0.01, -0.22], [0.16, -0.28, 0.05], [-0.29, -0.23, -0.37], [-0.12, -0.19, -0.08], [-0.22, 0.22, -0.12], [0.04, 0.31, -0.09], [0.05, 0.04, 0.39], [0.04, -0.02, 0.09], [-0.07, 0.14, 0.18], [0.09, 0.07, -0.32], [-0.18, -0.17, -0.24], [0.22, 0.40, 0.01], [0.06, 0.06, -0.16], [0.03, 0.10, 0.00], [-0.29, -0.15, 0.03], [0.06, -0.36, 0.13], [-0.37, 0.02, -0.10], [0.02, 0.05, 0.06], [-0.07, 0.04, -0.07], [0.22, 0.08, 0.23], [0.29, -0.18, -0.01], [-0.41, 0.19, 0.26], [-0.42, -0.25, 0.25], [-0.10, -0.01, -0.01], [0.30, -0.16, 0.05], [0.27, 0.08, -0.21], [0.09, 0.06, 0.37], [0.05, -0.01, 0.10], [-0.04, 0.04, 0.06], [0.07, 0.07, -0.32], [-0.17, -0.15, -0.22]], "nbo_charge": [-0.516, -0.132, -0.183, -0.676, 1.717, -0.888, -0.696, -0.204, 0.747, -0.548, -0.739, 0.224, 0.219, 0.212, 0.233, 0.198, 0.253, 0.241, 0.509, -0.404, -0.012, 0.003, 0.223, 0.225, -0.449, -0.013, -0.037, 0.219, 0.219, -0.407, 0.000, -0.025, 0.231, 0.222, -0.398, -0.019, -0.026, 0.224, 0.227, -0.405, -0.032, -0.025, 0.236, 0.221, -0.398, -0.027, -0.024, 0.223, 0.226, -0.395, -0.025, -0.012, 0.229, 0.232, -0.400, -0.022, -0.024, 0.224, 0.226], "gap_ev": 6.3}


# 3
{"formula": "C18H20N2O6S", "method": "ωB97M-V with the def2-TZVPD basis set", "species": ["C", "H", "O", "C", "C", "C", "C", "C", "C", "H", "H", "S", "O", "O", "N", "C", "H", "H", "H", "C", "C", "O", "N", "H", "C", "C", "C", "C", "C", "C", "C", "H", "O", "C", "O", "H", "H", "H", "H", "H", "H", "H", "H", "H", "H", "H", "H"], "positions_angstrom": [[3.74388, -2.37745, 5.88970], [4.62281, -2.33221, 5.22750], [2.68552, -1.38417, 5.45154], [2.41907, -1.36484, 4.19170], [2.88561, -2.39267, 3.09339], [2.43634, -2.03393, 1.97540], [1.67473, -0.90658, 1.75058], [1.01901, -0.21917, 2.68860], [1.51332, -0.39641, 4.00437], [1.29265, 0.36205, 4.71863], [0.27441, 0.74862, 2.60845], [0.74056, -0.90127, 0.14714], [1.77226, -1.61149, -1.02549], [0.46772, 0.65064, -0.17152], [-0.68779, -1.73134, -0.00502], [-0.40093, -2.97530, 0.13546], [-0.12475, -3.39840, 0.96976], [-1.33509, -3.47199, -0.26127], [0.15300, -3.28600, -0.67317], [-1.58966, -0.99624, 1.06548], [-1.89579, 0.29449, 0.78594], [-1.76841, 1.30601, 1.86509], [-2.40929, 0.75870, -0.38055], [-2.16791, 0.13362, -1.05902], [-2.81510, 1.88391, -0.85332], [-2.23459, 2.30703, -2.36761], [-2.94791, 2.72139, -3.32174], [-2.92463, 3.00511, -4.52022], [-1.37294, 2.73245, -4.85433], [-0.49866, 2.24725, -4.04301], [-0.98940, 1.95911, -2.66702], [-0.17284, 1.46299, -2.00744], [0.60923, 2.00963, -4.65199], [0.55278, 2.29355, -6.04108], [-0.81747, 2.76052, -6.16840], [0.47212, 1.59476, -6.58351], [1.05150, 3.03602, -6.31443], [-3.38454, 3.59950, -5.18708], [-4.12726, 3.00931, -2.85899], [-3.66389, 2.35923, -0.54672], [-1.88751, 2.85159, -0.26747], [-1.18614, -1.07557, 2.23848], [-2.46830, -1.66338, 0.92073], [2.76384, -2.71577, 1.12894], [3.43658, -3.13951, 3.52952], [3.28766, -3.42526, 5.58149], [3.99623, -2.28853, 6.86254]], "forces_ev_per_angstrom": [[-2.76, -1.88, -5.66], [-0.17, 0.59, 0.35], [4.10, -2.49, 4.16], [0.32, -2.50, -1.93], [-0.75, 4.05, 9.22], [0.36, -1.81, -7.25], [-3.34, -1.05, -3.66], [-1.01, 4.52, 2.98], [-1.36, 1.35, -3.49], [-0.23, -0.11, 0.80], [1.61, -2.90, -0.73], [7.03, 5.22, -7.47], [-4.30, 2.41, 5.09], [0.54, -5.99, 1.65], [-0.42, 10.46, 2.19], [-4.48, -6.98, -4.20], [1.59, -1.89, 4.90], [0.29, -0.41, 1.10], [2.24, -0.56, -1.52], [1.46, -7.42, 2.26], [-1.32, 13.36, 4.43], [-0.96, -5.95, -5.57], [1.57, -6.63, 3.79], [0.49, -2.33, -2.59], [5.74, 10.03, -2.55], [2.72, -5.03, 7.95], [-13.45, 3.21, 4.83], [9.82, -0.59, -6.90], [-6.00, 2.11, -5.04], [-2.92, -0.69, 5.15], [6.46, -1.32, -1.34], [-1.89, 0.94, -0.69], [5.69, -1.84, -0.47], [-6.90, 4.31, 9.62], [-1.59, 1.00, 0.92], [0.65, -10.41, -7.03], [5.34, 5.96, -1.92], [-2.34, 1.40, -1.84], [2.74, -0.72, -1.07], [-2.67, 0.67, 0.46], [-2.62, -2.39, -0.95], [-1.00, 0.05, -3.32], [0.07, 0.60, 0.74], [-0.85, 1.28, 0.44], [1.36, -1.98, -0.28], [0.84, 1.84, 1.34], [0.29, 0.52, 3.08]], "nbo_charge": [-0.249, 0.189, -0.474, 0.370, -0.274, -0.221, -0.226, -0.205, -0.310, 0.237, 0.330, 1.953, -0.900, -0.898, -0.558, -0.456, 0.189, 0.204, 0.270, -0.379, 0.627, -0.687, -0.569, 0.396, -0.146, -0.089, -0.172, -0.205, 0.239, 0.174, -0.195, 0.277, -0.476, 0.290, -0.524, 0.139, 0.146, 0.232, 0.149, 0.219, 0.175, 0.281, 0.261, 0.262, 0.225, 0.178, 0.203], "gap_ev": 7.9}


How do the records compare in maximum force? In the order shown, they have 4.160 8.889 14.644 eV/Å.
How do the records compare in highest occupied orbital energy? In the order shown, they have -6.82 -7.08 -7.70 eV.
How do the records compare in electronic energy? In the order shown, they have -1360.76538 -8646.76638 -1656.34462 hartree.